# 1
C48H50GaN2O4P3Si as an isolated structure, computed with ωB97M-V/def2-TZVPD.

E_HOMO, eV: -12.21
2S+1: 1
LUMO level, eV: -4.7
Frontier orbital gap, eV: 7.54
Charge: +2

XYZ file:
```
109
Properties=species:S:1:pos:R:3:forces:R:3
Ga -0.08065 0.15173 0.60165 -0.40 -0.28 -0.16
C 3.03323 -3.03888 1.22879 0.01 -0.03 -0.04
Si 0.96553 -0.95660 -1.40740 0.06 0.25 -0.18
C 1.23624 -2.60478 -2.31109 0.07 -0.03 0.07
C 1.87146 -3.81131 -2.02645 0.01 -0.02 0.04
C 1.91818 -4.80055 -2.99768 -0.02 0.00 -0.02
C 1.34198 -4.61383 -4.25521 0.01 0.01 0.03
C 0.70417 -3.42416 -4.56088 0.01 -0.01 0.01
C 0.66537 -2.43823 -3.58114 -0.03 0.01 -0.03
P -0.08665 -0.81337 -3.54066 0.00 -0.04 0.01
C 0.56493 0.26977 -4.81955 0.04 -0.02 0.00
C 1.77328 -0.04500 -5.43901 0.00 -0.03 -0.02
C 2.33642 0.83628 -6.34967 0.00 0.01 0.00
C 1.70281 2.03489 -6.64304 0.00 -0.01 0.00
C 0.49545 2.35122 -6.03318 0.00 0.00 0.01
C -0.07168 1.47343 -5.12403 0.01 0.01 0.02
C -1.87372 -0.94478 -3.72820 0.01 0.00 0.01
C -2.51178 -0.73729 -4.94884 -0.02 0.01 0.00
C -3.88293 -0.92512 -5.04880 -0.01 0.01 0.01
C -4.61482 -1.32607 -3.93976 0.01 0.01 -0.01
C -3.97835 -1.54623 -2.72442 0.02 0.00 0.00
C -2.61112 -1.35372 -2.61684 -0.01 -0.04 0.00
C 2.47205 0.14508 -1.73390 0.04 0.01 0.11
C 3.50620 -0.29051 -2.56708 0.00 0.00 -0.04
C 4.65282 0.46363 -2.75745 -0.01 0.01 0.00
C 4.79981 1.68545 -2.11248 -0.01 0.00 0.00
C 3.80182 2.13472 -1.26555 0.03 0.01 0.00
C 2.64797 1.37341 -1.07196 -0.02 -0.09 0.03
P 1.43623 1.97030 0.13781 0.05 -0.01 0.09
C 0.67303 3.44321 -0.58041 0.02 0.04 0.02
C 0.88927 3.78804 -1.91307 0.01 0.00 -0.02
C 0.22458 4.87597 -2.46305 0.01 -0.01 0.00
C -0.65329 5.61969 -1.68863 -0.01 0.01 0.01
C -0.86610 5.28124 -0.35699 0.00 0.01 -0.01
C -0.20874 4.19588 0.19805 0.00 0.00 -0.01
C 2.33428 2.47594 1.61504 0.03 0.06 -0.02
C 2.63146 1.50231 2.56747 0.01 -0.02 -0.02
C 3.35795 1.83834 3.69817 0.01 0.02 0.00
C 3.78595 3.14670 3.88247 0.00 0.00 0.00
C 3.49125 4.11907 2.93641 0.00 -0.01 -0.01
C 2.76714 3.78790 1.80097 -0.03 -0.01 0.02
H 3.75203 -3.68451 0.71335 0.02 0.01 0.02
H 2.03484 -3.46231 1.17096 0.05 -0.01 -0.03
H 3.31629 -2.96528 2.28274 0.00 -0.01 0.00
H 2.33031 -3.98944 -1.06463 0.00 0.03 0.00
H 2.41081 -5.73875 -2.77808 0.00 0.00 0.00
H 1.39345 -5.40519 -4.99078 0.00 0.00 0.00
H 0.25089 -3.26886 -5.53215 0.00 -0.01 0.00
H 2.26662 -0.98451 -5.22502 0.00 0.01 0.00
H 3.26791 0.58191 -6.83704 0.00 0.00 0.00
H 2.14149 2.71706 -7.35870 0.00 0.00 0.00
H -0.01149 3.27505 -6.27914 0.00 0.00 0.00
H -1.02657 1.70959 -4.67468 -0.05 0.03 0.04
H -1.94644 -0.43460 -5.82094 0.01 0.00 0.00
H -4.37798 -0.76817 -5.99759 0.00 0.00 0.00
H -5.68230 -1.47897 -4.02598 0.00 0.00 0.00
H -4.54751 -1.87712 -1.86550 -0.01 -0.01 0.00
H -2.11160 -1.53322 -1.66935 -0.01 -0.01 -0.04
H 3.42289 -1.25155 -3.06120 0.00 -0.01 0.01
H 5.44018 0.09528 -3.40226 0.00 0.00 0.00
H 5.69513 2.27546 -2.25466 0.00 0.00 0.00
H 3.93134 3.07203 -0.73657 0.00 0.00 0.00
H 1.57373 3.21274 -2.52550 -0.01 0.00 0.00
H 0.40549 5.14814 -3.49479 0.00 0.00 0.00
H -1.16184 6.47326 -2.11675 -0.01 0.00 0.00
H -1.53858 5.87351 0.24963 0.00 0.00 0.00
H -0.36997 3.92937 1.23484 0.00 -0.01 0.01
H 2.30330 0.47727 2.43386 -0.01 -0.01 -0.01
H 3.58545 1.08015 4.43583 0.00 0.00 0.00
H 4.35039 3.40990 4.76697 0.00 0.00 0.00
H 3.82604 5.13721 3.08192 0.00 0.00 0.00
H 2.53446 4.55184 1.06938 0.00 0.00 0.00
C -2.22943 3.12054 3.70852 -0.01 -0.01 0.01
C -2.17882 2.00646 2.70595 -0.01 -0.10 -0.04
O -1.14039 1.70449 2.10929 0.13 0.31 0.07
N -3.31700 1.33689 2.45704 0.03 0.02 -0.01
C -3.34381 0.30341 1.42738 0.02 -0.02 0.06
C -3.07269 0.91043 0.07515 0.03 0.00 0.01
C -4.10665 1.52184 -0.61520 0.01 0.00 0.01
C -3.84622 2.21091 -1.78599 0.02 0.01 -0.01
C -2.54314 2.25020 -2.24863 0.00 0.00 0.00
C -1.57340 1.56369 -1.54768 -0.02 -0.01 -0.05
N -1.81498 0.91221 -0.40341 0.04 0.01 -0.01
H -1.21901 3.35462 4.03223 0.00 0.01 0.01
H -2.84182 2.85950 4.57089 -0.01 0.00 0.00
H -2.66438 4.00730 3.24315 0.01 0.01 -0.01
H -4.17011 1.61831 2.91096 0.00 -0.03 0.02
H -4.33418 -0.14760 1.43884 0.00 0.01 -0.02
H -2.62272 -0.47798 1.66766 0.00 0.00 0.02
H -5.11004 1.46836 -0.21442 -0.01 0.01 0.00
H -4.64200 2.71187 -2.32065 0.00 0.00 0.00
H -2.27383 2.80477 -3.13464 0.01 -0.01 -0.05
H -0.55223 1.54688 -1.90906 -0.06 -0.04 0.01
C -0.21559 0.04378 4.45461 0.01 0.04 0.01
O 0.54832 -0.91164 3.72006 0.10 0.02 0.14
P 0.23075 -1.54660 2.26660 -0.17 -0.01 -0.13
O -1.36656 -1.96966 2.33501 -0.03 0.04 0.06
C -1.66566 -3.25223 2.91819 -0.01 0.00 -0.01
O 3.00676 -1.74917 0.62668 0.07 -0.04 0.02
C 4.30814 -1.17558 0.69689 -0.04 -0.01 0.00
H 0.00073 -0.11611 5.50839 0.00 -0.01 0.00
H -1.28403 -0.09967 4.28272 0.00 0.00 0.00
H 0.08207 1.05312 4.16513 -0.02 -0.07 0.02
H -2.44318 -3.11754 3.66748 0.00 0.00 0.00
H -0.78208 -3.68119 3.39381 0.00 0.00 0.00
H -2.01871 -3.92500 2.13826 0.00 0.00 0.00
H 4.26692 -0.16954 0.29080 -0.02 0.04 -0.03
H 5.02308 -1.77021 0.12055 0.01 0.00 0.00
H 4.64430 -1.12980 1.73728 0.01 0.01 0.00
```
Positions in Å, forces in eV/Å.


# 2
A 2-piece molecular cluster, C48H51N4 overall at a distorted geometry, computed with ωB97M-V/def2-TZVPD.

E_HOMO, eV: -9.89
2S+1: 1
LUMO level, eV: -5.2
Frontier orbital gap, eV: 4.71
Charge: +1

XYZ file:
```
103
Properties=species:S:1:pos:R:3:forces:R:3
C 7.01435 1.79391 0.15762 0.33 0.00 -0.15
C 5.55350 1.60338 0.41590 -0.11 0.04 0.01
C 5.05168 1.71169 1.70488 0.02 -0.07 -0.31
C 3.70613 1.53185 1.97628 -0.47 -0.09 -0.29
C 3.16803 1.67614 3.35338 -0.29 -0.01 0.53
C 2.83314 1.23412 0.92674 -0.35 0.53 0.18
N 1.41492 1.10866 1.20317 -1.82 -1.01 0.22
C 0.47636 2.06111 1.22057 0.74 2.94 -1.00
N -0.76677 1.62385 1.46289 1.05 -1.70 0.08
C -2.01299 2.31358 1.18346 0.49 0.27 0.13
C -2.34430 2.59328 -0.14431 0.17 -0.03 0.32
C -1.41788 2.16044 -1.22010 0.19 -0.06 -0.55
C -3.50424 3.29376 -0.42206 0.04 0.01 0.25
C -4.35067 3.72382 0.58858 0.07 -0.08 0.19
C -5.59962 4.46968 0.24887 -0.35 0.17 0.03
C -4.00770 3.43956 1.90401 0.00 0.00 -0.38
C -2.85258 2.74128 2.21712 0.54 -0.24 -0.26
C -2.47351 2.47737 3.63029 0.04 0.00 0.52
C -0.72192 0.13573 1.64976 -0.29 -0.02 0.03
C 0.77283 -0.21530 1.48256 0.24 -0.08 -0.04
C 3.31843 1.13702 -0.38154 -0.29 0.04 0.39
C 2.37581 0.87392 -1.49869 -0.21 -0.08 -0.48
C 4.67028 1.32508 -0.61865 0.00 0.02 0.33
H 7.26639 1.66660 -0.89735 -0.08 -0.01 0.06
H 7.34198 2.79213 0.45384 0.02 0.02 0.04
H 7.60872 1.07350 0.72284 -0.01 0.04 0.01
H 5.72992 1.94750 2.50619 0.16 0.04 0.31
H 2.08576 1.54733 3.36202 0.14 0.06 0.08
H 3.59459 0.93137 4.02460 0.12 0.04 0.07
H 3.37858 2.66710 3.75392 0.08 0.01 0.08
H -1.80997 2.37120 -2.21420 -0.14 -0.02 -0.01
H -0.46114 2.67134 -1.11793 0.13 -0.05 0.04
H -1.22745 1.08969 -1.15143 0.12 -0.05 -0.08
H -3.75443 3.52075 -1.44301 -0.07 -0.01 -0.38
H -6.17402 4.73925 1.13687 0.08 -0.04 -0.01
H -5.37120 5.39277 -0.28536 0.00 0.06 -0.06
H -6.25075 3.87352 -0.39295 0.02 0.01 -0.01
H -4.64650 3.77919 2.70053 -0.18 0.05 0.23
H -3.19656 2.90269 4.32621 -0.02 -0.01 -0.05
H -2.41646 1.40730 3.82798 0.05 -0.04 0.06
H -1.49830 2.91003 3.85576 0.06 -0.06 0.00
H -1.10112 -0.12024 2.64132 0.06 -0.09 -0.07
H -1.35655 -0.35766 0.90817 0.08 -0.01 0.04
H 0.95223 -0.89310 0.64494 -0.06 -0.06 0.08
H 1.20438 -0.66509 2.38231 -0.09 0.04 -0.07
H 2.89475 0.80194 -2.45419 0.05 -0.04 0.03
H 1.83386 -0.05852 -1.34317 -0.10 -0.01 -0.05
H 1.64261 1.67562 -1.57670 -0.15 0.00 0.03
H 5.04286 1.26133 -1.62621 0.08 -0.08 -0.30
C -4.05621 8.32387 1.57719 0.36 0.26 -0.20
N -3.58508 8.56948 0.21002 -0.08 -0.85 -0.63
C -3.84982 9.88614 -0.32841 0.35 0.05 -0.21
C -3.19248 11.01570 0.16845 -0.09 -0.74 0.00
C -3.42211 12.25707 -0.37921 0.02 0.28 -0.03
C -4.31303 12.39927 -1.42597 -0.09 0.10 -0.05
C -4.98381 11.29403 -1.91508 -0.08 0.27 -0.16
C -4.75669 10.04904 -1.37537 0.34 -0.59 0.48
C -2.37982 7.87822 -0.16811 -0.41 0.63 0.21
C -2.36861 6.84422 -1.11318 -0.47 0.47 0.20
C -1.20346 6.19729 -1.42615 0.51 -0.05 0.04
C 0.02560 6.53298 -0.80272 0.02 -0.05 0.08
C 1.20448 5.86032 -1.21653 0.04 0.38 0.45
C 2.56039 6.03712 -0.83960 0.06 0.06 -0.04
C 3.54201 5.17180 -1.38748 -0.56 0.12 0.06
C 4.86596 5.28487 -1.05765 0.67 0.20 0.25
C 5.29563 6.25795 -0.14553 0.60 0.42 0.08
N 6.67987 6.42871 0.21634 0.18 -0.61 -0.58
C 7.02496 6.03845 1.58635 -0.46 0.14 -0.24
C 7.43003 7.53521 -0.33944 -0.36 0.28 -0.19
C 7.27952 8.83261 0.15851 -0.19 -0.68 -0.01
C 7.97778 9.88157 -0.39483 0.10 0.27 -0.04
C 8.84542 9.65891 -1.44717 0.11 0.07 -0.05
C 9.02044 8.37803 -1.93657 0.17 0.22 -0.15
C 8.32113 7.32529 -1.39234 -0.57 -0.42 0.47
C 4.33835 7.12169 0.39824 0.20 -0.16 0.08
C 3.02529 7.03929 0.04261 -0.10 0.12 -0.12
C -0.02583 7.52980 0.20033 0.01 -0.21 0.18
C -1.18231 8.19662 0.48067 -0.14 0.02 -0.09
H -3.63125 7.40001 1.96665 -0.02 -0.06 -0.08
H -3.76079 9.14324 2.22876 -0.02 0.09 0.33
H -5.13943 8.24177 1.58428 -0.12 0.00 0.00
H -2.49547 10.90462 0.98132 0.16 0.01 0.21
H -2.90123 13.11909 0.00447 0.07 0.12 0.08
H -4.49260 13.37196 -1.85315 -0.02 0.14 -0.07
H -5.68498 11.40491 -2.72505 -0.12 0.02 -0.13
H -5.27141 9.18162 -1.75130 -0.11 -0.19 -0.08
H -3.29537 6.56215 -1.58080 -0.19 -0.04 -0.11
H -1.21736 5.40433 -2.15302 0.01 -0.19 -0.22
H 1.04380 5.09433 -1.95683 -0.06 -0.29 -0.20
H 3.23306 4.41330 -2.08527 -0.08 -0.24 -0.14
H 5.59969 4.63712 -1.50471 0.14 -0.17 -0.05
H 8.01647 6.40091 1.84523 0.01 0.02 -0.15
H 6.30665 6.45783 2.28824 -0.04 0.03 0.40
H 7.00919 4.95531 1.67535 -0.01 -0.15 0.10
H 6.60662 9.00506 0.98067 -0.13 0.08 0.21
H 7.84199 10.87960 -0.01133 -0.01 0.14 0.08
H 9.39175 10.48089 -1.87933 0.08 0.12 -0.07
H 9.70383 8.20176 -2.75036 0.12 -0.04 -0.13
H 8.45078 6.32461 -1.76743 0.01 -0.22 -0.08
H 4.66307 7.87824 1.08962 0.03 0.22 0.09
H 2.37264 7.80932 0.39587 0.05 0.07 0.05
H 0.81750 7.72621 0.82845 0.00 0.09 0.03
H -1.19266 8.98177 1.21553 0.04 0.06 0.26
```
Positions in Å, forces in eV/Å.


Which of these has the highest frontier orbital gap? C48H50GaN2O4P3Si


Which value of charge does entry 1 give? +2


What is the 2S+1 in the first record? 1


What is the 2S+1 in the first record? 1